# CH5NP2

A structure of composition CH5NP2 in a non-equilibrium geometry (wB97M-V/def2-TZVPD, OMol25).

Its total energy is -21182.500 eV. The multiplicity is 1. The gap between HOMO and LUMO is 7.9766 eV. The energy relative to the best compared isomer or geometry (same formula, charge and spin) is 44.8 kcal per mole.

The geometry in XYZ format:
```
9
Properties=species:S:1:pos:R:3:mulliken_charge:R:1
C 1.01591 0.33498 -0.52024 -1.13
N -1.85898 -0.67047 0.25544 -0.12
P -2.60157 0.66342 -0.04344 0.03
P -0.52847 -1.47722 -0.34385 0.13
H 1.86547 0.04844 0.00251 0.31
H 0.52305 1.21130 -0.23228 0.30
H 1.21802 0.62401 -1.49428 0.37
H -3.55598 0.26291 0.90039 0.05
H -0.14634 -1.57664 0.93284 0.06
```

# CH5NS

A cluster of 2 separate species, CH5NS in total in a non-equilibrium geometry (wB97M-V/def2-TZVPD, OMol25).

Its total energy is -13441.940 eV. The multiplicity is 1. The gap between HOMO and LUMO is 10.5706 eV. The energy relative to the best compared isomer or geometry (same formula, charge and spin) is 17.4 kcal per mole. The SMILES is C=N.S.

The geometry in XYZ format:
```
8
Properties=species:S:1:pos:R:3:mulliken_charge:R:1
S -1.24292 -1.78718 1.07606 -0.29
H -1.42022 -1.29124 -0.15538 0.14
C 0.99703 2.18985 -0.76029 -0.28
N 2.03420 1.90272 -1.36593 -0.45
H 0.11168 2.31399 -1.38907 0.20
H 0.99454 2.53474 0.23696 0.29
H -1.82608 -2.98980 0.59874 0.16
H 1.80520 1.56908 -2.38497 0.25
```

# CH5NS

A cluster of 2 separate species, CH5NS in total in a non-equilibrium geometry (wB97M-V/def2-TZVPD, OMol25).

Its total energy is -13438.860 eV. The multiplicity is 1. The gap between HOMO and LUMO (alpha / beta) is 6.6326 / 6.6275 eV. The energy relative to the best compared isomer or geometry (same formula, charge and spin) is 88.4 kcal per mole.

The geometry in XYZ format:
```
8
Properties=species:S:1:pos:R:3:mulliken_charge:R:1
C 0.03013 -0.95675 0.58273 -0.79
N -0.60042 0.30374 0.55698 -0.38
S 1.03334 1.46349 -1.50635 -0.26
H 0.05957 -1.43968 -0.38934 0.32
H 1.02705 -0.85829 0.71030 0.36
H -0.44845 -1.54537 1.25876 0.35
H -1.41756 0.47552 -0.02853 0.27
H 0.31635 2.55734 -1.18455 0.13
```

- Which of these has the highest energy relative to the best compared isomer or geometry (same formula, charge and spin)?
  number 3

- Which of these has the lowest energy relative to the best compared isomer or geometry (same formula, charge and spin)?
  number 2

- What is the energy relative to the best compared isomer or geometry (same formula, charge and spin) in the second record?
  17.4 kcal per mole